Below is 6 unconnected molecules or ions with the total composition C5H20O6 in a non-equilibrium geometry, with properties calculated with wB97M-V/def2-TZVPD.

Last column: Löwdin charge in e.
Cartesian coordinates (Å):
C1 1.43773 -0.12681 -0.32565  -0.231
O1 2.38114 0.73120 0.35179  -0.152
C2 -0.02936 0.37015 -0.12612  -0.166
C3 -0.65611 -0.55499 0.97042  -0.246
C4 -1.66406 0.06859 1.80657  -0.191
C5 -2.58064 -0.64215 2.48812  0.023
H1 1.48895 0.13020 -1.36852  0.050
H2 1.76720 -1.23082 -0.01162  0.153
H3 3.30475 0.82482 -0.08904  0.147
H4 -0.65695 0.24285 -1.02408  0.106
H5 0.01572 1.39917 0.22376  0.062
H6 -1.11403 -1.51099 0.61747  0.104
H7 0.31455 -0.98812 1.40973  0.114
H8 -1.91977 1.14091 1.80731  0.110
H9 -3.04336 0.04366 3.09433  0.014
H10 -2.93302 -1.62488 2.45260  0.047
H11 -1.23068 3.60986 0.21710  0.048
H12 -2.31626 3.29527 -0.73651  -0.001
O2 -1.39714 3.40659 -0.72539  -0.040
H13 0.71998 -3.93738 0.22350  0.135
H14 0.71289 -3.72800 1.82588  0.070
O3 0.38899 -3.25807 0.99516  -0.149
H15 2.14357 0.31506 -3.30037  0.037
H16 0.85134 0.89119 -3.83006  0.083
O4 1.20931 0.12094 -3.31530  -0.064
H17 -0.70292 -1.88619 -3.26829  -0.054
H18 -0.76119 -1.97079 -1.76012  0.036
O5 -0.68819 -2.46574 -2.60289  -0.008
H19 0.51473 1.59710 2.17526  -0.018
H20 1.69028 2.10093 1.22345  0.028
O6 0.86948 2.28975 1.70141  -0.046

SMILES string ... C=CCCCO.O.O.O.O.O
ΔE to the lowest compared entry with this formula, charge and spin ... 256.0 kJ/mol
DFT total energy ... -653.78775 a.u.

***

Below is 7 unconnected molecules or ions with the total composition C5H21NO6 in a non-equilibrium geometry, with properties calculated with wB97M-V/def2-TZVPD.

Last column: Löwdin charge in e.
Cartesian coordinates (Å):
C1 -0.48408 -3.05883 -0.29407  -0.094
N1 0.94306 -1.25792 1.31491  0.093
C2 -0.44740 -1.41318 1.52739  -0.378
C3 -1.14250 -2.30034 0.81761  -0.113
C4 -0.64885 0.58369 3.03948  0.008
C5 -1.03449 -0.61109 2.59927  -0.144
H1 0.07514 -2.38915 -0.94145  0.044
H2 -1.30328 -3.30062 -0.95709  0.067
H3 0.01812 -3.98761 -0.04501  0.085
H4 1.42593 -2.12965 1.15595  0.074
H5 1.39828 -0.92773 2.16222  0.082
H6 -2.17060 -2.47904 1.06964  0.100
H7 0.27681 1.01534 2.67209  0.051
H8 -1.14367 1.16884 3.78116  0.049
H9 -2.00692 -0.89147 2.99907  0.105
H10 -1.29463 -0.32476 -3.81619  0.032
H11 -0.25920 -1.10518 -2.99927  0.024
O1 -1.19380 -1.06898 -3.21531  -0.046
H12 3.01837 3.12279 1.44675  0.038
H13 1.70036 3.47262 0.78677  -0.012
O2 2.24008 3.67968 1.56326  -0.064
H14 3.69413 -1.91226 -1.19028  0.041
H15 2.20430 -1.83304 -1.25137  0.004
O3 2.91861 -2.47940 -1.29355  -0.065
H16 -2.34575 0.64479 -0.87953  0.020
H17 -2.63189 1.30175 0.54977  0.040
O4 -2.07488 1.26326 -0.22590  -0.026
H18 0.08005 2.76431 -2.46093  -0.018
H19 0.09377 1.76197 -3.63708  -0.017
O5 0.00387 2.66122 -3.41163  -0.039
H20 -0.19503 2.64604 0.02295  0.033
H21 0.14079 4.13251 -0.25081  0.067
O6 0.14529 3.25143 -0.63879  -0.040

SMILES string ... C=C/C(N)=C/C.O.O.O.O.O.O
ΔE to the lowest compared entry with this formula, charge and spin ... 174.6 kJ/mol
DFT total energy ... -709.24522 a.u.

***

Below is 5 unconnected molecules or ions with the total composition C5H22N2O4S, with properties calculated with wB97M-V/def2-TZVPD.

Last column: Löwdin charge in e.
Cartesian coordinates (Å):
N1 -0.12190 -1.12315 -2.43547  0.038
C1 0.82762 -0.80439 -1.39201  -0.462
C2 0.34861 -1.16136 0.03125  -0.533
S1 0.08021 -2.95002 0.22375  0.709
C3 1.15834 0.70794 -1.52886  -0.197
N2 1.83242 1.38406 -0.42204  -0.066
C4 0.96487 2.07720 0.54769  -0.281
C5 1.15815 1.62035 1.98891  -0.102
H1 -1.08264 -0.89251 -2.21669  0.054
H2 -0.13797 -2.10735 -2.67429  0.065
H3 1.76816 -1.35472 -1.59565  0.131
H4 1.13185 -0.93219 0.74963  0.020
H5 -0.55843 -0.61935 0.29268  0.056
H6 -1.25921 -3.06185 0.05525  -0.164
H7 1.84773 0.78294 -2.38328  0.111
H8 0.25889 1.28191 -1.77778  0.102
H9 2.45291 0.74728 0.06726  0.057
H10 1.19973 3.14969 0.46578  0.103
H11 -0.09946 2.00354 0.28835  0.092
H12 2.21972 1.51427 2.23316  0.074
H13 0.65000 0.67139 2.23885  0.062
H14 0.79558 2.37388 2.67780  0.061
H15 -3.87876 -1.71926 0.32617  0.039
H16 -3.05606 -1.00044 -0.71119  -0.007
O1 -3.09384 -1.84452 -0.21398  -0.092
H17 3.53997 -1.59324 1.53031  0.050
H18 4.00402 -1.32764 0.07910  0.059
O2 3.62904 -0.90622 0.86608  -0.048
H19 -2.43364 0.06858 1.92289  0.068
H20 -3.00954 1.47540 2.13228  0.067
O3 -2.97131 0.75459 1.49871  -0.041
H21 -2.12105 1.16302 -1.43974  0.033
H22 -3.10881 0.89372 -0.23854  0.006
O4 -2.93518 0.72845 -1.18638  -0.064

SMILES string ... CCNC[C@H](N)CS.O.O.O.O
ΔE to the lowest compared entry with this formula, charge and spin ... 90.8 kJ/mol
DFT total energy ... -1012.34499 a.u.

***

Below is 6 unconnected molecules or ions with the total composition C5H22N2O5 in a non-equilibrium geometry, with properties calculated with wB97M-V/def2-TZVPD.

Last column: Löwdin charge in e.
Cartesian coordinates (Å):
C1 1.80897 0.84328 0.55688  -0.148
C2 1.99221 0.48022 -0.95411  -0.135
C3 0.73846 0.91731 -1.60733  -0.307
C4 0.59714 2.21404 -1.83614  0.138
C5 -1.45009 -0.32126 -1.90569  0.019
N1 -0.21621 -0.05506 -2.15348  0.070
N2 1.14260 -0.26267 1.31028  0.170
H1 1.38967 1.81859 0.77874  0.130
H2 2.93129 0.98881 0.77188  0.160
H3 2.91639 0.97763 -1.43833  0.164
H4 2.22669 -0.72968 -0.90432  0.149
H5 1.30570 2.93003 -1.72749  0.068
H6 -0.18173 2.69817 -2.32651  0.066
H7 -2.00369 0.34137 -1.18459  0.132
H8 -1.98155 -1.05888 -2.35467  0.105
H9 0.29884 -0.63526 -3.03686  0.278
H10 1.44015 -1.18279 1.12990  0.089
H11 0.14902 -0.25091 1.16167  0.108
H12 1.49250 -0.11580 2.35581  0.189
H13 2.59704 -3.17624 -0.03789  0.137
H14 3.71785 -2.50921 0.81759  0.009
O1 3.03876 -2.29610 0.25981  -0.039
H15 -0.17504 -1.39728 4.22926  0.126
H16 1.18086 -0.73468 4.25696  0.039
O2 0.42323 -0.76914 3.70833  -0.058
H17 -1.96657 -1.78258 0.60672  0.119
H18 -2.16890 -0.39316 1.20267  0.052
O3 -1.87799 -0.81626 0.31680  -0.144
H19 -3.49616 1.06109 -3.02380  0.112
H20 -2.31316 1.77132 -3.54476  0.108
O4 -2.53307 1.06764 -2.91119  -0.034
H21 -3.31736 0.47922 3.17802  0.118
H22 -4.27549 -0.00040 1.94240  0.061
O5 -3.43036 -0.10134 2.36346  -0.051

ΔE to the lowest compared entry with this formula, charge and spin ... 369.0 kJ/mol
DFT total energy ... -688.70726 a.u.
Charge ... +2

***

Below is 7 unconnected molecules or ions with the total composition C5H22N2O7 in a non-equilibrium geometry, with properties calculated with wB97M-V/def2-TZVPD.

Last column: Löwdin charge in e.
Cartesian coordinates (Å):
O1 0.43052 2.23350 -0.06661  0.015
C1 1.34833 1.52795 -0.47406  -0.209
C2 1.52558 1.02013 -1.85769  -0.141
C3 2.32510 -0.29025 -1.85141  -0.192
C4 1.60267 -1.52720 -1.34547  -0.265
N1 -0.07530 -2.30438 1.73694  0.101
C5 0.14728 -1.68232 0.52798  -0.273
N2 1.31840 -1.51354 0.05840  0.010
H1 2.14550 1.31134 0.23329  0.126
H2 2.02031 1.81984 -2.43367  0.136
H3 0.64082 0.73519 -2.43281  0.107
H4 2.56767 -0.50729 -2.90255  0.115
H5 3.28557 -0.25939 -1.31583  0.115
H6 0.68618 -1.82521 -1.93720  0.091
H7 2.16208 -2.45529 -1.58400  0.120
H8 0.73260 -2.26290 2.35191  0.083
H9 -0.87350 -1.85307 2.18598  0.093
H10 -0.78620 -1.50809 -0.00478  0.117
H11 3.40523 -2.30164 1.35740  0.021
H12 2.56789 -1.24074 1.84600  -0.017
O2 3.50882 -1.45896 1.80557  -0.087
H13 -2.67404 2.29548 -1.08224  0.043
H14 -1.26180 2.44747 -0.47990  0.033
O3 -2.23281 2.62037 -0.29762  -0.069
H15 -0.14032 1.36996 2.77363  0.036
H16 -0.04077 2.82523 3.24831  0.077
O4 -0.59303 2.02267 3.30935  -0.051
H17 -4.66891 -0.55028 0.35165  0.040
H18 -3.86105 0.76312 0.06394  -0.008
O5 -3.99592 -0.14535 -0.18970  -0.047
H19 -1.85862 -0.64722 -2.01735  0.038
H20 -1.16557 -1.91533 -2.61589  0.054
O6 -1.05227 -0.98339 -2.41691  -0.062
H21 -2.09639 1.69522 2.50889  0.004
H22 -2.50127 1.49195 1.03647  -0.034
O7 -2.54278 1.05239 1.90998  -0.120

SMILES string ... N/C=N/CCCC=O.O.O.O.O.O.O
ΔE to the lowest compared entry with this formula, charge and spin ... 212.4 kJ/mol
DFT total energy ... -839.85617 a.u.

***

Below is 6 unconnected molecules or ions with the total composition C5H22NO5S in a non-equilibrium geometry, with properties calculated with wB97M-V/def2-TZVPD.

Last column: Löwdin charge in e.
Cartesian coordinates (Å):
C1 1.18575 -2.30363 -0.85571  -0.265
C2 0.51930 -1.57954 -2.01027  -0.692
S1 1.25112 0.07179 -2.38817  0.305
C3 0.22282 -2.53070 0.34707  -0.246
N1 -0.47146 -1.33546 0.78921  -0.093
C4 -1.92818 -1.52765 0.95311  -0.276
C5 -2.65677 -0.21379 1.04210  -0.080
H1 1.99153 -1.68269 -0.46589  0.068
H2 1.43447 -3.31654 -1.07158  0.086
H3 -0.52611 -1.39540 -1.90864  0.015
H4 0.45365 -2.19074 -2.91037  0.040
H5 0.81697 -2.93275 1.18263  0.109
H6 -0.45265 -3.32511 0.00875  0.103
H7 -0.32689 -0.57256 0.13954  0.077
H8 -2.30034 -2.18195 0.15583  0.108
H9 -1.98463 -2.07520 1.85664  0.094
H10 -2.65517 0.27036 2.02155  0.073
H11 -2.25358 0.51451 0.33118  0.053
H12 -3.67456 -0.34403 0.71928  0.066
H13 1.20699 2.81291 -0.93639  0.049
H14 1.75067 2.35724 0.38956  -0.022
O1 1.16875 3.01121 0.02684  -0.086
H15 -1.29920 1.08278 -2.60598  -0.031
H16 -1.98479 1.69010 -1.38452  -0.007
O2 -2.17444 1.32068 -2.24090  -0.098
H17 -0.74873 2.31326 2.07895  0.012
H18 -0.25758 3.30392 1.02100  0.004
O3 -0.84291 3.26324 1.83441  -0.124
H19 -0.10255 -0.35176 2.69054  -0.001
H20 0.27097 0.58217 3.82539  0.013
O4 0.35048 -0.32926 3.56330  -0.075
H21 1.88125 0.08742 1.16310  0.009
H22 2.12204 0.49991 -0.27437  -0.091
O5 2.36914 0.71103 0.64030  -0.099

ΔE to the lowest compared entry with this formula, charge and spin ... 0.0 kJ/mol
DFT total energy ... -1032.90342 a.u.
Charge ... -1

***

Below is 6 unconnected molecules or ions with the total composition C5H22NO5S2 in a non-equilibrium geometry, with properties calculated with wB97M-V/def2-TZVPD.

Last column: Löwdin charge in e.
Cartesian coordinates (Å):
C1 -1.10673 -1.87677 1.12513  -0.300
C2 -1.61201 -2.27029 -0.23663  -0.722
S1 -0.43309 -2.31174 -1.69760  0.263
C3 -1.13835 -0.32668 1.21971  -0.251
N1 -0.01614 0.22743 0.36464  -0.059
C4 -0.30714 1.65452 -0.03539  -0.244
C5 -1.51810 1.70340 -1.07408  -0.513
S2 -3.05769 2.55349 -0.46325  0.678
H1 -1.79773 -2.42866 1.88694  0.114
H2 -0.02825 -2.20668 1.53908  0.147
H3 -2.21018 -3.22707 -0.07537  0.045
H4 -2.58739 -1.63959 -0.59700  0.085
H5 -2.14094 0.06968 0.96602  0.092
H6 -1.01073 -0.04703 2.25156  0.045
H7 0.20950 -0.29427 -0.44590  -0.036
H8 -0.70570 2.24754 0.82859  0.089
H9 0.63885 2.04633 -0.35051  0.074
H10 -1.22761 2.36879 -1.86567  0.023
H11 -1.75536 0.61581 -1.46919  0.096
H12 -3.71244 1.49914 -0.19457  -0.228
H13 2.99785 1.08607 -1.19839  -0.071
H14 1.74825 1.15871 -2.11923  0.020
O1 2.62251 1.54616 -1.85025  -0.027
H15 3.27126 0.76405 1.02171  -0.027
H16 3.29627 -0.76441 1.08811  -0.049
O2 3.60829 0.03933 1.47569  -0.042
H17 0.74081 0.37226 -4.00369  -0.030
H18 -0.05248 0.02227 -2.82774  0.005
O3 0.28340 0.82605 -3.39009  -0.078
H19 -0.24161 0.94488 2.91139  0.083
H20 -0.61481 0.32749 4.32351  -0.051
O4 -0.22707 1.04919 3.97172  -0.078
H21 1.90681 -2.05351 -0.33688  -0.007
H22 3.33910 -1.68872 -0.73617  0.023
O5 2.83870 -1.98719 -0.00623  -0.071

ΔE to the lowest compared entry with this formula, charge and spin ... 0.0 kJ/mol
DFT total energy ... -1430.99782 a.u.
Charge ... -1

***

Record order is preserved below.
LUMO: 0.30; 0.17; 0.13; -5.75; 0.42; 3.20; 2.78 eV